i:
Computed, not measured: a cluster of 2 separate species, C4H12N4O in total, with wB97M-V/def2-TZVPD.

Geometry as XYZ:
```
21
Properties=species:S:1:pos:R:3:nbo_charge:R:1
N -0.88875 0.67020 0.84575 -0.4787
H 2.36136 0.70422 -2.25600 0.2158
H 0.66451 0.61805 -1.76785 0.2188
O -2.79514 1.52420 0.01570 -0.6468
N -0.27020 1.93157 0.95684 -0.6646
H 2.57174 -1.78981 1.40673 0.2703
C -2.12668 0.54268 0.28314 0.6480
H -0.34306 -0.14317 1.11594 0.4169
H 1.60535 -1.62776 -1.56362 0.2185
C -2.59996 -0.88622 0.18045 -0.7073
H -3.68455 -0.91562 0.13050 0.2385
C 1.93053 -0.86279 -0.85078 -0.2824
H 1.87556 1.29173 -0.66720 0.2317
H -0.70712 2.56838 0.28626 0.3733
H -2.24786 -1.48522 1.01654 0.2239
N 1.13150 -1.04860 0.38836 -0.1178
H -2.20822 -1.32695 -0.73525 0.2284
H 2.99321 -1.02726 -0.60709 0.1699
N 1.54227 -1.62094 1.37885 -0.2853
C 1.68953 0.52779 -1.41885 -0.6182
H -0.49403 2.35552 1.86158 0.3470
```

Properties
SMILES: [H]/N=N\CC.CC(=O)NN
Molecular weight: 132.17 g/mol
E_HOMO: -8.657 eV
Lowest unoccupied orbital energy: 0.6 eV
2S+1: 1
HOMO-LUMO gap: 9.26 eV

ii:
Computed, not measured: an isolated molecule of C4H12N4O, with wB97M-V/def2-TZVPD.

Geometry as XYZ:
```
21
Properties=species:S:1:pos:R:3:nbo_charge:R:1
C 1.48666 0.57399 -1.34018 -0.4192
H -2.73237 1.12427 0.13863 0.3936
C -0.67164 -2.07078 0.32243 -0.6744
H 1.35085 -0.48936 2.17287 0.3964
H -1.42141 -1.92708 -0.45518 0.2126
C 0.04790 -0.76907 0.64793 0.5356
H -0.41385 -0.27224 -1.51155 0.3982
N 1.30119 -0.99327 1.29949 -0.8630
N -1.98277 1.39481 -0.48280 -0.8798
H 0.01398 -2.85047 -0.02079 0.1983
N 0.17393 0.20115 -0.83438 -0.5088
O -0.04273 2.38414 0.29122 -0.7473
H 1.89360 -0.22229 -1.96653 0.2047
H 0.54026 2.24376 1.04781 0.4879
H 1.59435 -1.95621 1.39129 0.3672
C -0.72610 1.16035 0.12546 0.6986
H -2.09370 2.34938 -0.79773 0.3759
N -0.67854 0.27893 1.19992 -0.8518
H 1.39828 1.48064 -1.93878 0.2126
H -1.19300 -2.41278 1.21623 0.2409
H 2.15511 0.77214 -0.50535 0.2218
```

Properties
Molecular weight: 132.17 g/mol
E_HOMO: -7.430 eV
Lowest unoccupied orbital energy: 0.9 eV
2S+1: 1
HOMO-LUMO gap: 8.29 eV

Computed relative energies in units of eV: i 0.519; ii 0.000

i:
Computed, not measured: a structure of composition C4H12N4O, with wB97M-V/def2-TZVPD.

Geometry as XYZ:
```
21
Properties=species:S:1:pos:R:3:nbo_charge:R:1
H -1.46587 -1.75501 2.07179 0.3565
H 0.66723 0.05445 -2.59567 0.3511
H 0.31503 2.16598 -1.31168 0.1834
H -0.55118 -2.13920 -1.16831 0.4058
H 2.04901 0.96033 -0.12773 0.1376
C -0.59307 1.70952 -0.90591 -0.4295
H 1.77078 1.22767 1.61075 0.1715
H -1.44459 -0.43621 3.18032 0.3881
C 2.04916 0.47475 0.86282 -0.2412
H -0.70315 1.96995 0.14380 0.2651
H -0.21129 -2.52796 0.42424 0.3907
N -1.25939 -0.77172 2.24899 -0.7826
N -0.22988 -0.29754 -2.26845 -0.6610
H -1.45225 2.07405 -1.47781 0.1874
H -0.94999 -0.01468 -2.92758 0.3563
H 3.07506 0.13650 1.05353 0.1759
N -0.52995 0.25938 -1.00753 -0.2792
C -0.41506 -0.57991 0.06980 0.4947
N -0.70986 -1.90422 -0.19563 -0.8413
O 1.20485 -0.63869 0.91649 -0.6802
C -0.61559 0.03257 1.40377 0.0512
```

Properties
Molecular weight: 132.17 g/mol
E_HOMO: -7.791 eV
Lowest unoccupied orbital energy: 0.9 eV
2S+1: 1
HOMO-LUMO gap: 8.71 eV

ii:
Computed, not measured: an isolated molecule of C4H12N4O, with wB97M-V/def2-TZVPD.

Geometry as XYZ:
```
21
Properties=species:S:1:pos:R:3:nbo_charge:R:1
H 2.39122 -0.24093 -2.20780 0.2073
N -0.66396 0.60563 1.91083 -0.8409
C -0.12694 -2.02463 0.58422 -0.6750
N 0.50897 1.20307 -0.14800 0.0126
N 1.04584 -0.32594 -0.60128 -0.2053
C -0.65228 0.52687 0.48542 0.3287
H 1.80008 2.44109 0.40202 0.4868
H -2.75402 0.31346 0.21447 0.2263
H 0.33352 -1.95232 1.57505 0.1331
H -2.21190 2.00944 0.26673 0.2199
H -1.36008 -0.04744 2.25806 0.3856
C 1.36067 -0.54115 -2.01386 -0.4310
C -1.96496 1.00836 -0.09129 -0.6203
O 1.43354 1.64980 0.81759 -0.5664
H -1.92537 1.00586 -1.17995 0.2206
H 0.23164 0.34377 2.30663 0.3725
H -0.78204 -2.86177 0.37216 0.1886
N -0.32039 -0.87887 -0.14120 -0.3219
H 0.67162 0.05198 -2.61184 0.2246
H 1.75786 -0.68922 0.04461 0.4065
H 1.22696 -1.59706 -2.24260 0.2477
```

Properties
Molecular weight: 132.17 g/mol
E_HOMO: -6.179 eV
Lowest unoccupied orbital energy: 0.5 eV
2S+1: 1
HOMO-LUMO gap: 6.73 eV

Computed relative energies in units of eV: i 0.000; ii 2.944

i:
Computed, not measured: an isolated molecule of C4H7NO2S, with wB97M-V/def2-TZVPD.

Geometry as XYZ:
```
15
Properties=species:S:1:pos:R:3:nbo_charge:R:1
C 1.11272 0.25410 -0.87754 -0.2727
S 1.81756 -0.51306 0.50558 0.2401
O -0.15280 -0.28912 -1.30172 -0.5230
H 1.65281 -0.01465 -1.76537 0.2357
H -1.81387 2.43990 -1.28879 0.2530
C -1.19751 0.26529 -0.72086 0.4976
H -3.33207 1.10697 -0.96451 0.2620
H 0.99401 1.40788 -0.86326 0.1982
H 0.68750 -0.87631 2.72489 0.2453
H 0.30899 0.93670 1.88533 0.2253
C 0.55671 -0.13739 1.77900 -0.2499
N -1.38526 0.18388 0.59988 -0.2142
O -0.58706 -0.81050 1.08816 -0.4239
H -2.13112 0.99320 -2.71492 0.2442
C -2.11051 1.23883 -1.44617 -0.7176
```

Properties
SMILES: CC1=NOCSCO1
Molecular weight: 133.17 g/mol
E_HOMO: -8.602 eV
Lowest unoccupied orbital energy: 0.8 eV
2S+1: 1
HOMO-LUMO gap: 9.36 eV

ii:
Computed, not measured: an isolated molecule of C4H7NO2S, with wB97M-V/def2-TZVPD.

Geometry as XYZ:
```
15
Properties=species:S:1:pos:R:3:nbo_charge:R:1
O 0.04388 1.21882 -0.84867 -0.4030
C 1.31184 0.86960 -0.52140 -0.0916
H 1.72658 1.55391 0.20876 0.1812
H -0.68073 -1.57992 1.18329 0.1547
C -1.87275 1.32041 0.14610 -0.0367
N -0.72963 1.88008 0.18866 -0.1395
O 0.31166 -1.31212 -0.54691 -0.5655
H 1.15649 -0.58862 1.29604 0.1794
C 1.46517 -0.57668 0.18149 -0.0794
H 2.04350 1.00955 -1.36637 0.2013
H -2.76294 1.71463 0.56310 0.2084
H 2.39453 -1.10661 0.09935 0.2045
H -1.31823 -2.55758 -0.02450 0.2248
S -2.20388 -0.39506 -0.52079 0.1916
C -0.88549 -1.45040 -0.03814 -0.2302
```

Properties
SMILES: C1=N\OCCOCS/1
Molecular weight: 133.17 g/mol
E_HOMO: -8.877 eV
Lowest unoccupied orbital energy: 0.6 eV
2S+1: 1
HOMO-LUMO gap: 9.51 eV

Computed relative energies in units of eV: i 0.257; ii 0.000

i:
Computed, not measured: a cluster of 2 separate species, C3H12N2O in total, with wB97M-V/def2-TZVPD.

Geometry as XYZ:
```
18
Properties=species:S:1:pos:R:3:nbo_charge:R:1
H -0.78547 -0.29852 -0.47106 0.2113
H 1.46830 -0.59801 0.39991 0.1941
H -1.00724 1.16175 0.59055 0.2060
H 0.76313 -1.55363 2.44033 0.3674
N -0.65399 2.27247 -1.62339 -0.8300
H -0.24671 2.79502 -2.39562 0.3515
O -0.37226 -2.89541 -0.54284 -0.9722
N 0.08497 -1.12964 1.82576 -0.8592
H 0.97339 0.90810 -1.68565 0.1698
H -0.60126 -2.40710 0.27075 0.4910
C 0.37952 1.45911 -0.95210 -0.2094
C 0.70976 -0.11043 0.99322 -0.2112
H 1.17058 0.67203 1.60280 0.1624
H -1.29780 1.62834 -2.08772 0.3456
H -0.59058 -3.81141 -0.36031 0.4641
H 1.01258 2.14347 -0.39755 0.1802
H -0.69683 -0.76179 2.34358 0.3603
C -0.31008 0.52565 0.04937 -0.4217
```

Properties
SMILES: NCCCN.O
Molecular weight: 92.14 g/mol
E_HOMO: -9.394 eV
Lowest unoccupied orbital energy: 1.0 eV
2S+1: 1
HOMO-LUMO gap: 10.44 eV

ii:
Computed, not measured: a cluster of 2 separate species, C3H12N2O in total, with wB97M-V/def2-TZVPD.

Geometry as XYZ:
```
18
Properties=species:S:1:pos:R:3:nbo_charge:R:1
H 1.19745 2.00945 -0.63710 0.1581
H -0.35875 -3.86700 0.69860 0.2192
C 0.20016 2.36505 -0.90428 -0.0393
N -0.45981 1.41177 -1.71571 -0.8512
C -0.33225 -2.87697 1.15482 -0.6446
H -0.43907 0.46847 -1.35926 0.3673
H -0.29067 -2.98705 2.23935 0.2112
H 0.76197 -2.25747 -0.51653 0.1581
H -0.23234 -0.55249 1.18396 0.4693
H 1.75336 -2.35647 0.99579 0.1722
H -0.10922 1.46399 -2.65622 0.3585
O 0.63513 -0.66199 0.77138 -0.7273
N -0.59981 2.72575 0.23770 -0.8469
H 0.36971 3.20297 -1.60158 0.1319
C 0.79776 -2.06809 0.55346 -0.0620
H -1.28264 -2.45074 0.84983 0.2035
H -1.51492 3.01345 -0.06651 0.3635
H -0.09604 3.41738 0.77230 0.3585
```

Properties
SMILES: CCO.NCN
Molecular weight: 92.14 g/mol
E_HOMO: -8.801 eV
Lowest unoccupied orbital energy: 1.1 eV
2S+1: 1
HOMO-LUMO gap: 9.87 eV

iii:
Computed, not measured: a cluster of 2 separate species, C3H12N2O in total, with wB97M-V/def2-TZVPD.

Geometry as XYZ:
```
18
Properties=species:S:1:pos:R:3:nbo_charge:R:1
H -0.00589 2.95895 -0.62061 0.2065
H -1.17130 -1.94888 -1.09320 0.3928
C -0.13456 0.06878 1.17129 -0.2191
H -0.05004 2.85462 1.04486 0.1600
C 0.31933 2.32235 0.15299 -0.3975
H 1.00238 -0.13528 1.33895 0.1551
H -1.89775 -1.06301 1.29473 0.1747
H 1.33045 2.23871 0.15412 0.1880
O 1.38823 0.02371 -2.02796 -0.9402
H -0.49722 0.57558 2.04129 0.1603
N -0.79120 -2.11955 -0.12802 -0.8737
H 1.31410 0.21798 -1.09170 0.4792
C -0.86909 -1.33653 1.06325 -0.2058
H -0.34184 -1.93780 1.74218 0.1987
H -1.28122 1.00041 -0.19836 0.3585
N -0.29501 0.97366 0.06060 -0.6547
H 0.03390 -2.71608 -0.18115 0.3636
H 2.16796 -0.54123 -2.06059 0.4535
```

Properties
SMILES: CNCCN.O
Molecular weight: 92.14 g/mol
E_HOMO: -8.586 eV
Lowest unoccupied orbital energy: 1.0 eV
2S+1: 1
HOMO-LUMO gap: 9.57 eV

iv:
Computed, not measured: a cluster of 2 separate species, C3H12N2O in total, with wB97M-V/def2-TZVPD.

Geometry as XYZ:
```
18
Properties=species:S:1:pos:R:3:nbo_charge:R:1
N 1.28772 -2.32908 -0.83243 -0.8004
H 0.01176 0.88927 0.85669 0.1743
H -1.19444 0.02924 1.74180 0.1640
H -0.47003 -0.58337 -1.14155 0.2115
C 0.56126 -1.80577 0.37332 -0.2494
C -0.94272 0.32891 0.71137 -0.2112
H -1.52442 -1.50764 -0.14094 0.1961
H 1.43700 -1.53349 -1.48364 0.3324
H -1.96048 2.01451 0.64395 0.3585
H 0.59945 -2.77059 0.82880 0.2280
N -1.90340 1.20704 0.04573 -0.8196
H -2.82537 0.75163 0.12464 0.3481
H 1.30808 -1.20276 1.04412 0.1736
O 1.90801 3.76424 -0.35163 -0.9481
H 1.27091 3.36925 -0.95723 0.4759
C -0.57520 -0.91686 -0.08926 -0.4405
H 2.52448 3.09704 -0.04104 0.4727
H 0.48740 -2.80154 -1.33270 0.3341
```

Properties
SMILES: NCCCN.O
Molecular weight: 92.14 g/mol
E_HOMO: -9.612 eV
Lowest unoccupied orbital energy: 0.7 eV
2S+1: 1
HOMO-LUMO gap: 10.34 eV

Computed relative energies in units of eV: i 0.000; ii 0.651; iii 1.323; iv 1.210

i:
Computed, not measured: a cluster of 2 separate species, C3H12N2O in total, with wB97M-V/def2-TZVPD.

Geometry as XYZ:
```
18
Properties=species:S:1:pos:R:3:nbo_charge:R:1
H 1.42706 -1.24203 -1.99108 0.3462
H -0.24271 0.01880 -0.90765 0.1708
H -0.87207 2.16627 -0.12084 0.3591
C 0.35547 0.61366 -0.18109 -0.0771
C 1.78515 0.23367 -0.70330 -0.2271
O -3.66263 -1.25410 0.58545 -0.9236
N 0.13808 2.03965 -0.26397 -0.8221
H 1.36921 -1.87774 -0.51231 0.3493
N 1.91038 -1.21621 -1.12741 -0.8288
H -2.73173 -1.15164 0.29420 0.4615
H 2.63602 0.55940 0.06035 0.1817
C -0.00937 -0.01911 1.18190 -0.6448
H 0.14238 -1.11434 1.29677 0.2138
H 0.43437 0.59119 2.06619 0.2098
H -3.96171 -1.83316 -0.09354 0.4628
H 0.57098 2.48930 0.58221 0.3529
H 1.87272 0.95099 -1.56841 0.2136
H -1.16161 0.04541 1.40254 0.2021
```

Properties
SMILES: C[C@@H](N)CN.O
Molecular weight: 92.14 g/mol
E_HOMO: -9.442 eV
Lowest unoccupied orbital energy: 0.6 eV
2S+1: 1
HOMO-LUMO gap: 10.02 eV

ii:
Computed, not measured: a cluster of 2 separate species, C3H12N2O in total, with wB97M-V/def2-TZVPD.

Geometry as XYZ:
```
18
Properties=species:S:1:pos:R:3:nbo_charge:R:1
H 1.50284 -1.63061 -0.16889 0.3902
N 1.07002 -0.75956 -0.43802 -0.8155
H 2.15490 0.91321 0.22920 0.1960
H -0.61231 0.52415 1.41426 0.1926
C -1.85173 -1.39935 -1.79146 -0.2404
H -0.13623 2.88508 1.83237 0.3579
H -0.30736 -0.98981 -0.45854 0.4644
H 0.59385 1.80757 2.78261 0.3474
C 0.18807 1.11136 0.94263 -0.2373
H -2.19764 -0.53324 -2.36711 0.1462
H 1.25695 -0.44144 -1.37666 0.3904
H -1.07397 -1.94025 -2.35298 0.1345
C 1.39994 0.24286 0.62655 -0.2172
H -0.22107 1.49497 0.01047 0.1957
O -1.41386 -1.05398 -0.50897 -0.8268
N 0.61117 2.19900 1.84639 -0.8319
H 1.70949 -0.30745 1.51071 0.1918
H -2.67306 -2.12252 -1.73255 0.1618
```

Properties
SMILES: NCCN.CO
Molecular weight: 92.14 g/mol
E_HOMO: -8.754 eV
Lowest unoccupied orbital energy: 0.8 eV
2S+1: 1
HOMO-LUMO gap: 9.58 eV

iii:
Computed, not measured: a cluster of 3 separate species, C3H12N2O in total, with wB97M-V/def2-TZVPD.

Geometry as XYZ:
```
18
Properties=species:S:1:pos:R:3:nbo_charge:R:1
H 1.21700 -0.18957 2.58265 0.3665
H -2.21664 0.24769 -0.39983 0.1740
H -0.55994 -0.71060 1.53371 0.1775
H 1.57804 1.20102 1.60243 0.3704
H -3.51340 -0.69263 0.49726 0.1966
C -3.06664 -0.43931 -0.46056 -0.3821
C -3.55067 -0.69254 -1.67977 -0.3822
N 3.86064 0.18285 -1.07438 -1.0510
H 4.48214 0.88636 -1.15887 0.3353
N 0.93459 0.64979 2.08482 -0.8463
H 0.29822 -0.13851 -0.82140 0.4655
H -0.61186 1.18892 0.81883 0.1585
H -4.52558 -0.98218 -1.65759 0.1910
H 4.00098 -0.05554 -0.09851 0.3545
C -0.05013 0.20472 1.12188 0.0735
O 0.78606 -0.14290 -0.00868 -0.7630
H -2.95337 -0.56334 -2.55493 0.1999
H 2.95395 0.68599 -1.23664 0.3613
```

Properties
SMILES: C=C.NCO.N
Molecular weight: 92.14 g/mol
E_HOMO: -9.577 eV
Lowest unoccupied orbital energy: 0.8 eV
2S+1: 1
HOMO-LUMO gap: 10.39 eV

Computed relative energies in units of eV: i 0.000; ii 0.131; iii 1.470